Here is C27H35ClN4P2Sr as an isolated structure at a distorted geometry from the OMol25 dataset. Energies are from ωB97M-V/def2-TZVPD.

```
70
Properties=species:S:1:pos:R:3:forces:R:3
Sr -0.813394 0.353624 -0.289142 -0.017 0.092 0.401
Cl -0.814014 -2.386808 -1.201146 0.285 -0.822 -0.425
C 0.586074 -3.240711 -1.993885 -0.340 -0.603 -0.508
C 0.295565 -4.415920 -2.673461 0.461 -0.647 -0.283
C 1.363672 -5.134040 -3.293122 -0.059 1.026 0.267
C 2.646658 -4.598500 -3.244242 0.035 0.300 0.449
C 2.881366 -3.385624 -2.585058 0.168 -0.367 -0.565
C 1.856435 -2.686465 -1.962689 0.036 0.333 0.312
P 2.046638 -1.112831 -1.084225 0.063 0.320 0.787
C 3.776626 -0.660535 -1.094525 0.123 -0.481 0.043
C 4.380581 -0.500957 -2.337868 -0.154 0.149 -0.640
C 5.742325 -0.337268 -2.404453 1.419 0.230 -0.303
C 6.515107 -0.299151 -1.228916 0.042 -0.119 0.438
C 5.914405 -0.507558 0.022661 0.139 0.824 -0.007
C 4.538788 -0.652358 0.077016 -0.726 -0.229 0.599
C 1.406928 0.073909 -2.278402 -1.018 1.872 -1.265
C 1.311062 1.441266 -1.862125 -1.401 -0.323 -1.284
C 0.518210 2.395885 -2.552921 0.513 -0.149 0.357
C -0.097026 2.035913 -3.756219 -0.203 0.336 -0.669
C 0.056992 0.743138 -4.247313 1.096 0.017 0.417
C 0.829566 -0.202873 -3.528600 -0.916 -0.079 0.085
H -0.726465 -4.787298 -2.719462 0.255 0.037 0.023
H 1.255306 -6.049703 -3.867746 -0.576 0.104 0.322
H 3.512375 -5.095912 -3.691525 -0.524 0.043 0.034
H 3.889458 -2.987078 -2.649483 -0.176 0.100 0.349
H 3.787252 -0.469170 -3.273953 0.390 -0.157 0.724
H 6.245032 -0.239330 -3.387280 -0.394 0.077 0.777
H 7.587737 -0.070572 -1.251935 -0.479 -0.285 -0.229
H 6.447719 -0.425400 0.986966 -0.028 -0.174 -0.889
H 4.039830 -0.730627 1.065410 0.331 -0.123 -0.784
H 1.837234 1.725942 -0.996545 0.645 0.515 1.184
H 0.405883 3.440998 -2.199897 0.374 -0.817 -0.127
H -0.600502 2.794903 -4.399436 0.258 -0.672 0.839
H -0.304342 0.509328 -5.243182 -0.113 -0.171 0.211
H 0.890376 -1.206065 -3.934968 0.101 -0.015 0.008
C -0.081507 -0.660328 3.073984 0.669 -0.240 -0.029
N -0.226144 -0.894207 4.501904 -1.012 0.578 -0.302
C -1.504352 -1.581955 4.748408 -0.051 -0.350 -0.628
N -2.679933 -0.805527 4.248544 0.782 0.555 -0.149
C -2.522618 -0.699307 2.799465 0.954 0.248 0.067
N -1.221693 0.002907 2.421331 -0.827 1.202 0.360
C -1.268781 1.328628 3.078016 0.143 1.075 0.701
N -1.350480 1.279409 4.578501 -2.729 -0.408 -1.887
C -0.310131 0.463004 5.111956 1.554 -0.564 -0.424
C -2.676569 0.586580 4.809371 0.273 -0.508 -0.872
H 0.078951 -1.569940 2.525593 0.243 -0.831 0.039
H 0.794794 -0.003946 2.921797 -0.170 -0.340 0.012
H -1.534152 -1.802318 5.821821 -0.474 0.099 -0.303
H -1.528158 -2.517484 4.150744 0.188 0.266 0.676
H -3.343150 -0.109677 2.347077 0.265 -0.450 0.230
H -2.380950 -1.676660 2.331509 -0.700 -0.196 0.211
H -2.077673 1.952387 2.666805 -0.188 -0.461 0.381
H -0.380419 1.889015 2.809174 0.601 -0.013 0.043
H -0.365647 0.424895 6.195863 -0.106 -0.187 0.057
H 0.639804 0.900736 4.809910 0.174 0.398 0.452
H -3.481888 1.102654 4.253052 0.464 0.124 0.536
H -2.921163 0.541074 5.858950 0.085 0.049 0.328
C -2.935623 4.227247 -0.412156 0.058 0.401 -0.249
P -3.358346 2.456215 -0.265379 -1.714 0.187 -0.319
C -4.974930 2.625735 0.714199 1.383 -1.411 0.392
C -4.161334 1.984898 -1.877204 -0.933 1.682 0.338
H -3.844543 4.852474 -0.283086 0.574 -0.379 -0.163
H -2.485243 4.448586 -1.401967 -0.119 -0.062 0.651
H -2.230973 4.463039 0.399989 -0.164 0.163 -0.382
H -5.707532 3.242369 0.216182 0.062 0.358 -0.227
H -4.737498 2.983565 1.723368 -0.227 0.080 -0.247
H -5.387316 1.608585 0.807282 0.009 0.338 0.073
H -4.938045 2.758841 -2.221195 1.085 -1.165 0.603
H -4.632486 1.035215 -1.708361 -0.546 -0.446 0.096
H -3.473699 1.831130 -2.673747 0.785 0.064 -0.715
```
Positions in Å, forces in eV/Å.

The value obtained for the gap between HOMO and LUMO is 7.909 eV. The value obtained for the LUMO energy is -5.965 eV. The calculation puts the HOMO energy at -13.87 eV. The value obtained for the total energy is -2441.9926 Ha. The net charge is +2. The largest force on an atom comes out at 3.3 eV Å⁻¹.

Results of the Löwdin charge analysis, in e, for atoms 1 through 8: 1.2145, 0.5755, -0.5664, -0.0637, -0.0207, -0.0408, -0.0492, -0.3968



Here is C26H33IrO5 as an isolated structure at a distorted geometry from the OMol25 dataset. Energies are from ωB97M-V/def2-TZVPD.

```
65
Properties=species:S:1:pos:R:3:forces:R:3
O 0.875345 -1.178786 -4.265965 -0.451 -1.404 -1.590
C -0.075912 -2.307322 -4.462774 -0.323 0.113 0.887
C 0.076084 -2.346570 -5.962911 0.507 0.436 0.549
H -1.079346 -1.997117 -4.150098 0.302 -0.209 0.211
H 0.254166 -3.210537 -3.935259 -0.130 0.254 -0.082
C 0.981525 -1.119469 -5.718186 0.177 -0.004 -1.123
H -0.840542 -2.127725 -6.503469 0.112 -0.238 -0.195
H 0.620168 -3.220994 -6.314016 -0.220 0.053 -0.260
C 0.373249 0.124966 -6.323514 0.027 0.142 -0.082
H -0.688272 0.211245 -6.071485 0.180 0.113 0.141
H 0.437551 0.013533 -7.410560 -0.026 0.126 0.058
H 0.914137 1.033040 -6.043204 -0.112 -0.050 0.072
C 2.385716 -1.356949 -6.211747 0.162 0.141 0.064
H 2.792246 -2.278304 -5.787940 0.025 0.117 0.011
H 3.039886 -0.517005 -5.970829 0.073 -0.050 0.033
H 2.341212 -1.465006 -7.297475 0.138 -0.001 0.010
Ir 1.737527 0.859472 0.678883 -2.419 -2.082 -3.464
C 3.205302 0.300857 2.090543 0.722 -1.117 1.692
C 1.921720 -0.222631 2.530570 1.315 -0.223 1.016
C 1.493890 -1.194422 1.564034 0.450 0.442 -0.471
H 1.378835 0.096721 3.426300 0.082 -0.037 -0.271
C 2.484603 -1.248758 0.521136 0.726 -1.043 1.017
C 3.537223 -0.332283 0.834905 0.133 0.274 0.100
H 4.421685 -0.145883 0.227197 -0.293 -0.144 0.287
H 3.803511 1.044586 2.617272 -0.209 -0.377 -0.168
H 0.562811 -1.749986 1.608496 0.184 0.207 -0.010
H 2.470399 -1.872338 -0.360812 -0.057 0.168 0.066
C 1.193147 2.649998 1.663559 0.189 2.079 -0.055
C 2.215406 2.913667 0.658833 -0.186 1.268 0.656
C 1.634883 2.649154 -0.634270 0.115 -0.283 0.330
H 3.244942 3.217067 0.848402 -0.473 0.067 -0.097
C 0.276321 2.256235 -0.434177 -0.740 1.649 0.001
C -0.004143 2.262051 0.966539 0.456 -0.295 -0.131
H -0.945991 2.007730 1.442965 0.266 -0.141 -0.016
H 1.309800 2.712364 2.740127 -0.241 0.066 -0.076
H 2.140658 2.716086 -1.589705 -0.044 0.008 0.191
H -0.436407 2.006369 -1.210059 0.216 0.090 0.151
O -1.867257 -0.748514 -2.394517 0.765 -1.068 1.263
C -0.479120 -0.626618 -1.993575 -0.127 0.518 -0.085
C 0.012907 -1.996482 -1.478281 -0.042 0.659 0.254
H -0.411061 0.113496 -1.171200 -0.168 -0.541 -0.176
H 0.110099 -0.272998 -2.842106 -0.424 0.120 0.412
C -1.284112 -2.764077 -1.221645 0.013 0.162 -0.677
H 0.555034 -1.786986 -0.552060 -0.320 -0.449 -0.457
H 0.667796 -2.513708 -2.190924 -0.100 0.302 0.435
C -2.374068 -1.705554 -1.421770 -0.191 0.394 0.082
H -1.298807 -3.232219 -0.244038 -0.216 -0.083 0.108
H -1.380350 -3.526566 -1.994284 -0.138 -0.193 0.136
H -2.573254 -1.190088 -0.466060 0.028 -0.008 -0.263
H -3.310558 -2.122181 -1.789462 0.017 0.117 -0.082
O -3.574719 0.251524 4.583263 0.220 0.352 0.287
C -3.206513 0.970768 5.570566 -1.103 -0.003 0.732
C -4.102882 1.280709 6.651299 -0.123 -1.054 -1.792
C -3.685732 1.997497 7.744800 -0.240 1.026 1.978
C -2.369255 2.473819 7.836058 0.130 -0.226 -0.560
C -1.461598 2.227314 6.790808 0.667 0.679 0.979
C -1.843456 1.500276 5.667412 1.613 -0.709 -2.401
C -0.855810 1.245542 4.570860 -2.435 0.480 2.611
O 0.310100 1.620791 4.653385 1.226 0.100 -0.742
O -1.333184 0.578375 3.514297 -0.446 -0.654 -0.898
H -2.317624 0.310494 3.754574 0.846 0.301 -0.094
H -5.120682 0.900607 6.561780 0.251 0.069 0.036
H -4.397303 2.200663 8.551622 0.333 -0.044 -0.267
H -2.032254 3.041885 8.710729 -0.217 -0.232 -0.317
H -0.429673 2.589171 6.837162 -0.451 -0.129 0.046
```
Positions in Å, forces in eV/Å.

The value obtained for the gap between HOMO and LUMO (alpha / beta) is 2.762 / 4.034 eV. Its energy above the lowest of the compared OMol25 structures with the same formula, charge and spin is 11.7 kcal per mole. The value obtained for the LUMO energy (alpha / beta) is -0.264 / -3.488 eV. The calculation puts the HOMO energy (alpha / beta) at -3.03 / -7.52 eV. As for the spin multiplicity: 5. The value obtained for the total energy is -1490.7169 Ha. The largest force on an atom comes out at 4.7 eV Å⁻¹.

Results of the Löwdin charge analysis, in e, for atoms 1 through 8: -0.1225, -0.1484, -0.0705, 0.1211, 0.1171, -0.5824, 0.1162, 0.1150